Molecular formula: C21H65F5I3N4O18
Method: DFT, ωB97M-V/def2-TZVPD

Properties
* DFT total energy: -3804.5248 hartree
* charge: +1
* molar mass: 1137.46 g mol⁻¹

Cartesian coordinates (Å):
C 5.23 -2.60 1.17
C 4.83 -1.50 1.28
C 4.30 -0.16 1.42
C 2.93 0.08 0.81
O 2.59 1.45 0.97
C 1.20 1.67 0.96
C 0.71 1.68 2.43
F 1.54 0.94 3.23
F 0.82 2.98 2.86
C -0.75 1.27 2.79
F -0.82 1.01 4.13
F -1.18 0.16 2.15
F -1.59 2.30 2.53
C 0.50 0.74 -0.02
C -0.85 1.23 -0.51
C -1.71 0.08 -1.07
O -2.99 0.50 -1.38
C -3.90 0.56 -0.28
C -4.29 1.97 0.12
N 1.40 0.31 -1.15
C 1.49 1.26 -2.31
C 1.88 2.70 -2.02
C 0.80 3.74 -2.40
I 0.32 5.06 -0.78
C 2.71 -0.37 -0.64
C 3.97 0.00 -1.49
C 4.92 1.23 -1.48
N 6.29 0.67 -1.30
N 4.74 2.34 -0.56
N 4.86 1.78 -2.85
C 2.46 -1.87 -0.90
I 2.86 -2.58 -2.89
C 1.95 -2.83 -0.14
C 1.80 -4.27 -0.54
I 1.17 -2.60 1.82
H 5.57 -3.60 1.35
H 4.17 -0.01 2.50
H 5.01 0.61 1.12
H 2.27 -0.41 1.51
H 1.08 2.69 0.61
H 0.29 -0.20 0.49
H -1.42 1.68 0.29
H -0.77 1.98 -1.29
H -1.71 -0.72 -0.32
H -1.25 -0.35 -1.96
H -4.80 0.03 -0.59
H -3.51 0.03 0.59
H -4.72 1.98 1.11
H -3.45 2.66 0.11
H -5.02 2.37 -0.57
H 0.86 -0.47 -1.54
H 2.09 0.85 -3.11
H 0.50 1.27 -2.76
H 2.23 2.87 -1.01
H 2.73 2.92 -2.65
H 1.16 4.39 -3.17
H -0.10 3.28 -2.78
H 4.62 -0.84 -1.30
H 3.73 -0.12 -2.54
H 6.67 0.83 -0.38
H 6.92 1.11 -1.96
H 5.58 2.67 -0.12
H 4.36 3.14 -1.04
H 5.15 1.08 -3.52
H 5.48 2.58 -2.91
H 2.76 -4.70 -0.80
H 1.40 -4.87 0.27
H 1.11 -4.37 -1.38
O -1.82 -4.71 1.46
H -0.93 -4.38 1.61
H -2.38 -3.93 1.50
O -4.31 0.38 3.42
H -3.45 0.44 3.01
H -4.15 -0.09 4.25
O -2.78 4.67 -2.77
H -2.48 3.88 -3.23
H -2.01 4.97 -2.25
O 5.30 0.03 -5.35
H 5.59 -0.87 -5.52
H 4.88 0.32 -6.16
O 5.63 -4.98 -1.61
H 6.41 -5.47 -1.34
H 5.63 -4.19 -1.05
O -2.11 7.53 -3.13
H -2.28 6.58 -3.14
H -2.62 7.86 -2.38
O -4.94 -2.27 4.48
H -4.64 -3.17 4.28
H -5.18 -1.89 3.63
O -4.89 -1.93 -2.05
H -5.26 -1.99 -2.95
H -4.13 -1.34 -2.15
O 5.13 4.97 0.85
H 5.04 5.18 1.78
H 4.26 5.17 0.48
O -4.11 -6.52 0.46
H -3.68 -7.32 0.14
H -3.42 -6.06 0.94
O -6.62 -1.51 -4.37
H -7.51 -1.67 -4.69
H -6.23 -0.94 -5.04
O -7.97 -1.43 4.17
H -7.25 -1.91 4.59
H -8.12 -0.68 4.76
O -3.58 -4.45 5.75
H -2.86 -4.94 6.16
H -3.73 -3.71 6.35
O 0.48 2.67 6.73
H 0.24 2.02 6.06
H 0.06 3.49 6.44
O -1.70 -2.40 6.50
H -2.08 -2.38 5.61
H -0.98 -1.76 6.49
O -5.72 -3.20 -6.45
H -5.96 -4.00 -6.94
H -5.96 -3.39 -5.53

Molecular formula: C3H11NS
Method: DFT, ωB97M-V/def2-TZVPD

Properties
* multiplicity: 2
* charge: -1
* energy relative to the best compared isomer or geometry (same formula, charge and spin): 0.596 eV
* molar mass: 93.19 g mol⁻¹

Cartesian coordinates (Å):
S -2.32 -1.10 0.61
H -3.07 -1.77 -0.26
C 0.11 0.96 -0.35
C 0.99 -0.24 -0.06
C 1.54 -0.17 1.36
N -0.63 0.80 -1.62
H -0.58 1.13 0.49
H 0.72 1.88 -0.41
H 1.82 -0.31 -0.77
H 0.37 -1.13 -0.13
H 1.96 0.83 1.58
H 0.80 -0.36 2.15
H 2.32 -0.92 1.54
H -1.18 1.64 -1.76
H -1.46 -1.32 -0.97
H -1.39 0.08 -1.40

Molecular formula: C8H17InO3
Method: DFT, ωB97M-V/def2-TZVPD

Properties
* charge: +2
* energy relative to the best compared isomer or geometry (same formula, charge and spin): 1.954 eV
* molar mass: 276.04 g mol⁻¹

Cartesian coordinates (Å):
In 0.20 -2.15 -1.83
C -2.86 -0.98 6.47
C -3.56 -1.50 5.21
O -2.75 -1.63 4.04
H -3.59 -0.76 7.25
H -2.33 -0.04 6.34
H -2.14 -1.70 6.85
H -4.40 -0.81 5.16
H -3.97 -2.48 5.43
C -1.18 -0.43 -10.20
C -1.66 -0.06 -8.82
O -1.56 -0.84 -7.84
C -2.29 1.32 -8.74
H -1.07 -1.51 -10.18
H -0.23 0.05 -10.45
H -2.00 -0.26 -10.89
H -2.59 1.51 -7.71
H -3.01 1.50 -9.53
H -1.48 2.02 -8.94
C 4.04 2.14 4.77
C 4.10 0.70 4.25
O 3.54 0.40 3.20
C 4.59 -0.31 5.21
H 4.93 2.43 5.32
H 3.18 2.26 5.43
H 3.88 2.71 3.85
H 3.77 -0.74 5.78
H 5.27 0.23 5.87
H 5.18 -1.07 4.69